Here is a 2-piece molecular cluster, C24H24N4O4 overall from the OMol25 dataset. Energies are from wB97M-V/def2-TZVPD.

Frontier orbital gap   5.146 eV
Highest occupied orbital energy   -6.84 eV
E   -1448.8712 Eh

```
! wB97M-V def2-TZVPD RIJCOSX def2/J DEFGRID3
* xyz 0 1
C -6.043 2.296 2.734
O -6.025 0.848 2.699
C -4.814 0.242 2.818
C -4.803 -1.171 2.981
C -3.622 -1.810 3.282
C -2.399 -1.098 3.334
C -1.161 -1.808 3.504
C 0.029 -1.274 3.002
C 1.266 -1.881 3.142
C 2.493 -1.177 2.942
C 3.740 -1.866 2.842
C 4.930 -1.187 2.739
C 4.930 0.232 2.724
O 6.140 0.843 2.700
C 6.163 2.288 2.740
C 3.708 0.946 2.781
C 2.519 0.249 2.880
C -2.414 0.307 3.110
C -3.600 0.972 2.845
H -7.108 2.530 2.728
H -5.561 2.692 3.642
H -5.543 2.717 1.848
H -5.748 -1.705 2.931
H -3.590 -2.891 3.426
H -1.198 -2.875 3.716
H -0.051 -0.361 2.413
H 1.299 -2.949 3.369
H 3.730 -2.957 2.844
H 5.893 -1.693 2.688
H 7.231 2.511 2.742
H 5.672 2.726 1.856
H 5.677 2.676 3.651
H 3.698 2.039 2.771
H 1.585 0.816 2.925
H -1.488 0.891 3.093
H -3.595 2.059 2.712
C -3.770 -6.393 6.891
N -3.008 -5.199 7.175
C -2.737 -4.922 8.524
O -3.117 -5.664 9.441
N -1.993 -3.742 8.841
C -1.704 -3.488 10.251
C -1.578 -2.949 7.824
C -1.871 -3.244 6.447
C -2.623 -4.407 6.074
O -2.906 -4.691 4.907
N -1.257 -2.330 5.676
C -0.636 -1.475 6.538
N -0.809 -1.824 7.862
H -3.845 -6.412 5.807
H -3.255 -7.279 7.265
H -4.758 -6.339 7.352
H -1.113 -2.580 10.310
H -2.636 -3.379 10.806
H -1.159 -4.332 10.675
H -0.056 -0.617 6.207
*
```

***

Here is one molecule with the formula C24H25FN2O from the OMol25 dataset. Energies are from wB97M-V/def2-TZVPD.

Frontier orbital gap   8.714 eV
SMILES   O=C(NC[C@@H]1CCCN(Cc2cccc(F)c2)C1)c1cccc2ccccc12
Highest occupied orbital energy   -8.41 eV
E   -1214.2099 Eh

```
! wB97M-V def2-TZVPD RIJCOSX def2/J DEFGRID3
* xyz 0 1
O -0.878 -2.026 -1.413
C -0.862 -1.804 -0.218
N -0.116 -2.532 0.653
H -0.115 -2.266 1.625
C 0.935 -3.413 0.200
H 0.971 -4.290 0.851
H 0.658 -3.725 -0.810
C 2.312 -2.724 0.163
C 2.839 -2.399 1.560
C 4.152 -1.635 1.430
C 3.931 -0.369 0.608
N 3.476 -0.725 -0.723
C 2.218 -1.444 -0.667
H 1.924 -1.702 -1.688
H 1.426 -0.806 -0.242
C 3.402 0.414 -1.634
C 2.319 1.404 -1.274
C 2.579 2.435 -0.378
C 1.543 3.253 0.031
C 0.246 3.084 -0.415
C -0.006 2.064 -1.316
C 1.018 1.236 -1.743
H 0.800 0.444 -2.443
H -1.009 1.907 -1.681
H -0.536 3.737 -0.065
F 1.810 4.248 0.909
H 3.575 2.610 -0.002
H 3.217 0.012 -2.634
H 4.380 0.901 -1.630
H 4.872 0.178 0.512
H 3.206 0.279 1.134
H 4.539 -1.369 2.415
H 4.889 -2.261 0.924
H 2.986 -3.318 2.132
H 2.118 -1.777 2.098
H 3.017 -3.406 -0.322
C -1.645 -0.703 0.424
C -1.001 0.165 1.274
C -1.666 1.265 1.829
C -2.981 1.489 1.536
C -3.683 0.624 0.672
C -5.043 0.838 0.362
C -5.711 -0.007 -0.478
C -5.046 -1.105 -1.046
C -3.730 -1.343 -0.765
C -3.010 -0.487 0.095
H -3.219 -2.181 -1.212
H -5.586 -1.764 -1.710
H -6.752 0.164 -0.711
H -5.546 1.685 0.806
H -3.503 2.336 1.958
H -1.126 1.933 2.484
H 0.048 0.029 1.502
*
```

***

Here is one molecule with the formula C24H25N3O2 from the OMol25 dataset. Energies are from wB97M-V/def2-TZVPD.

Frontier orbital gap   8.404 eV
SMILES   [H]/N=c1\n(Cc2ccccc2)c2ccccc2n1C[C@H](O)COc1ccc(C)cc1
Highest occupied orbital energy   -7.69 eV
E   -1244.3288 Eh

```
! wB97M-V def2-TZVPD RIJCOSX def2/J DEFGRID3
* xyz 0 1
C 5.590 -0.188 -2.113
C 4.444 -1.149 -2.011
C 3.434 -1.165 -2.962
C 2.353 -2.023 -2.857
C 2.259 -2.891 -1.778
C 3.281 -2.896 -0.827
C 4.354 -2.037 -0.946
H 5.132 -2.053 -0.197
H 3.211 -3.588 -0.002
O 1.243 -3.779 -1.551
C 0.030 -3.651 -2.254
H -0.569 -4.511 -1.947
H 0.175 -3.703 -3.338
C -0.749 -2.369 -1.902
O -2.020 -2.484 -2.479
H -2.614 -1.862 -2.003
H -0.219 -1.493 -2.318
C -0.822 -2.180 -0.376
N -0.946 -0.791 -0.023
C -2.099 -0.070 -0.221
N -3.130 -0.594 -0.762
H -3.937 0.012 -0.837
N -1.861 1.216 0.235
C -0.557 1.297 0.683
C 0.161 2.349 1.214
C 1.492 2.116 1.533
C 2.078 0.876 1.325
C 1.357 -0.189 0.804
C 0.030 0.033 0.492
H 1.827 -1.146 0.639
H 3.118 0.732 1.572
H 2.082 2.920 1.947
H -0.292 3.314 1.379
C -2.814 2.291 0.301
C -3.216 2.599 1.724
C -3.522 1.564 2.598
C -3.883 1.836 3.905
C -3.945 3.146 4.350
C -3.645 4.182 3.483
C -3.278 3.909 2.177
H -3.042 4.721 1.503
H -3.692 5.205 3.825
H -4.227 3.358 5.370
H -4.117 1.024 4.577
H -3.475 0.541 2.253
H -2.385 3.182 -0.171
H -3.698 1.997 -0.277
H -1.697 -2.719 0.000
H 0.078 -2.573 0.097
H 1.596 -2.011 -3.626
H 3.488 -0.494 -3.807
H 5.390 0.697 -1.509
H 6.509 -0.643 -1.748
H 5.739 0.131 -3.142
*
```

***

Here is one molecule with the formula C24H25N3O3 from the OMol25 dataset. Energies are from wB97M-V/def2-TZVPD.

Frontier orbital gap   7.941 eV
SMILES   Cc1cccc(N2CCN(C(=O)c3noc4c3COc3ccc(C)cc3-4)C[C@@H]2C)c1
Highest occupied orbital energy   -7.63 eV
E   -1319.5139 Eh

```
! wB97M-V def2-TZVPD RIJCOSX def2/J DEFGRID3
* xyz 0 1
C -0.519 -3.818 2.835
C -0.145 -2.408 3.184
C -1.040 -1.373 2.983
C -0.711 -0.045 3.276
C 0.551 0.211 3.813
C 1.444 -0.823 4.024
C 1.112 -2.126 3.707
H 1.821 -2.925 3.869
H 2.419 -0.600 4.432
H 0.861 1.214 4.055
N -1.664 0.948 3.077
C -1.434 2.290 3.550
H -0.936 2.259 4.518
C -0.616 3.122 2.533
N -0.827 2.554 1.217
C 0.248 2.105 0.535
O 1.392 2.394 0.861
C 0.049 1.272 -0.674
N -1.044 0.627 -1.034
O -0.769 -0.065 -2.169
C 0.507 0.152 -2.506
C 1.090 0.995 -1.592
C 2.516 1.388 -1.695
H 2.647 2.459 -1.514
H 3.107 0.849 -0.939
O 3.063 1.121 -2.988
C 2.513 0.190 -3.806
C 3.262 -0.210 -4.909
C 2.749 -1.126 -5.806
C 1.479 -1.677 -5.644
C 0.724 -1.276 -4.556
C 1.224 -0.351 -3.645
H -0.268 -1.670 -4.395
C 0.954 -2.672 -6.633
H 0.890 -2.223 -7.624
H -0.034 -3.021 -6.346
H 1.622 -3.530 -6.700
H 3.349 -1.426 -6.653
H 4.245 0.212 -5.045
C -2.196 2.152 1.013
H -2.833 2.991 1.313
C -2.490 0.904 1.879
H -2.197 0.030 1.292
C -3.976 0.807 2.222
H -4.297 1.666 2.806
H -4.167 -0.091 2.804
H -4.564 0.767 1.309
H -2.373 1.922 -0.035
H -0.937 4.169 2.543
H 0.456 3.081 2.735
H -2.414 2.754 3.700
H -2.024 -1.607 2.605
H -1.595 -3.920 2.717
H -0.044 -4.109 1.897
H -0.181 -4.508 3.606
*
```

***

Here is one molecule with the formula C24H25N3O5S from the OMol25 dataset. Energies are from wB97M-V/def2-TZVPD.

Frontier orbital gap   8.881 eV
SMILES   CCN(C(=O)COC(=O)c1cn(-c2ccccc2)nc1-c1ccccc1)[C@@H]1CCS(=O)(=O)C1
Highest occupied orbital energy   -8.74 eV
E   -1868.2277 Eh

```
! wB97M-V def2-TZVPD RIJCOSX def2/J DEFGRID3
* xyz 0 1
C 1.844 0.217 -1.709
H 0.941 -0.124 -1.211
H 1.813 -0.120 -2.742
H 2.699 -0.245 -1.222
C 1.940 1.742 -1.679
N 2.038 2.292 -0.340
C 1.121 3.096 0.249
O 1.364 3.749 1.243
C -0.264 3.209 -0.398
H -0.896 3.715 0.340
H -0.225 3.810 -1.310
O -0.857 1.972 -0.767
C -0.824 1.005 0.180
O -0.260 1.149 1.237
C -1.542 -0.183 -0.262
C -2.424 -0.249 -1.328
N -2.945 -1.489 -1.340
N -2.449 -2.233 -0.344
C -1.599 -1.483 0.328
C -0.882 -2.020 1.478
C 0.441 -1.677 1.741
C 1.090 -2.209 2.839
C 0.433 -3.090 3.681
C -0.878 -3.450 3.414
C -1.532 -2.923 2.318
H -2.554 -3.194 2.100
H -1.391 -4.144 4.064
H 0.942 -3.498 4.541
H 2.116 -1.934 3.039
H 0.966 -1.003 1.083
C -3.883 -2.041 -2.222
C -4.500 -1.274 -3.205
C -5.421 -1.862 -4.053
C -5.734 -3.205 -3.929
C -5.120 -3.966 -2.948
C -4.197 -3.392 -2.095
H -3.708 -3.965 -1.325
H -5.361 -5.014 -2.845
H -6.454 -3.655 -4.595
H -5.898 -1.263 -4.814
H -4.274 -0.225 -3.312
H -2.683 0.512 -2.033
C 3.303 2.061 0.361
C 4.154 3.321 0.473
H 4.862 3.442 -0.339
H 3.552 4.214 0.604
S 5.020 3.070 2.054
O 5.461 4.312 2.624
O 6.010 2.040 1.882
C 3.549 2.381 2.851
C 3.060 1.444 1.770
H 1.997 1.231 1.894
H 3.616 0.508 1.837
H 2.868 3.209 3.018
H 3.802 1.879 3.777
H 3.852 1.331 -0.236
H 1.069 2.161 -2.179
H 2.831 2.057 -2.236
*
```

***

Here is C24H25N5O2S2 as an isolated structure from the OMol25 dataset. Energies are from wB97M-V/def2-TZVPD.

Frontier orbital gap   8.039 eV
Highest occupied orbital energy   -7.75 eV
E   -2149.4419 Eh

```
! wB97M-V def2-TZVPD RIJCOSX def2/J DEFGRID3
* xyz 0 1
O -0.592 -3.069 1.967
C -1.386 -2.281 1.679
N -2.269 -2.308 0.663
C -3.426 -1.501 0.310
C -4.090 -2.266 -1.059
H -4.926 -2.909 -0.569
C -3.019 -2.916 -1.398
C -2.213 -3.350 -0.488
H -2.655 -4.317 -0.165
H -1.078 -3.518 -0.527
H -2.352 -1.858 -2.043
H -3.333 -3.454 -2.383
H -4.557 -1.522 -1.658
H -3.044 -0.396 0.134
H -4.207 -1.370 1.029
C -1.826 -1.156 2.788
H -2.736 -1.288 3.110
H -1.080 -1.298 3.560
S -1.417 0.667 1.926
C -0.372 0.345 0.856
N -0.301 -0.746 -0.137
N 0.673 -0.451 -0.700
C 1.317 0.726 -0.517
N 0.578 1.255 0.627
C 0.752 2.714 0.725
H 1.892 2.838 1.044
H 0.301 2.366 1.955
C 0.068 3.708 0.014
C -1.461 3.067 -0.102
C -2.373 3.423 0.722
C -3.682 3.104 0.398
C -3.998 2.127 -0.744
C -2.920 1.834 -1.467
C -1.690 2.143 -1.311
H -0.914 1.921 -1.972
H -3.114 1.343 -2.286
H -4.941 1.785 -0.942
H -4.483 3.300 1.394
H -2.213 4.153 1.505
H 0.460 3.755 -0.802
H 0.128 4.443 0.696
C 2.405 1.233 -0.982
N 3.634 0.814 -0.413
C 4.295 1.693 0.306
O 3.857 3.035 0.317
S 5.962 1.109 1.043
C 5.559 -0.524 0.430
C 6.340 -1.722 0.596
C 5.777 -2.639 -0.153
C 4.451 -2.658 -0.751
C 3.874 -1.515 -1.025
C 4.335 -0.356 -0.434
H 3.112 -1.507 -1.631
H 4.298 -3.723 -1.152
H 6.420 -3.718 0.189
H 7.148 -1.473 1.363
H 2.624 0.652 -2.282
H 2.409 2.256 -1.250
*
```

***

Here is C24H25N6P2ReS2 as an isolated structure from the OMol25 dataset. Energies are from wB97M-V/def2-TZVPD.

Frontier orbital gap (spin up / spin down)   3.986 / 4.039 eV
⟨S²⟩   0.774
Highest occupied orbital energy (spin up / spin down)   -16.13 / -16.10 eV
E   -2814.4735 Eh

```
! wB97M-V def2-TZVPD RIJCOSX def2/J DEFGRID3
* xyz 3 2
Re -0.029 -0.012 0.380
C 3.132 -0.026 -4.206
N 2.780 -0.015 -2.811
C 3.643 -0.016 -1.764
C 2.892 -0.008 -0.621
N 1.578 -0.001 -0.968
C 1.531 -0.006 -2.317
P -0.022 -0.003 -3.317
C -0.800 1.334 -2.311
N -0.830 1.373 -0.961
C -1.488 2.517 -0.622
C -1.856 3.166 -1.769
N -1.421 2.415 -2.810
C -1.592 2.710 -4.209
C -0.795 -1.346 -2.318
N -0.825 -1.383 -0.970
C -1.478 -2.528 -0.627
C -1.844 -3.181 -1.772
N -1.411 -2.431 -2.816
C -1.576 -2.731 -4.214
H 4.216 -0.034 -4.307
H 2.737 0.859 -4.709
H 2.725 -0.911 -4.698
H 4.709 -0.023 -1.876
H 3.216 -0.007 0.403
H -1.660 2.807 0.399
H -2.386 4.090 -1.886
H -2.139 3.645 -4.319
H -2.152 1.912 -4.702
H -0.624 2.805 -4.703
H -1.648 -2.816 0.395
H -2.370 -4.107 -1.887
H -2.115 -3.670 -4.324
H -0.604 -2.822 -4.705
H -2.138 -1.939 -4.712
S -2.057 -0.030 4.626
P -0.064 0.023 4.534
S 0.538 0.025 2.550
C 0.629 1.551 5.287
C 0.514 1.666 6.666
C 1.086 2.764 7.290
C 1.742 3.723 6.537
C 1.838 3.601 5.163
C 1.268 2.513 4.522
C 0.854 -1.376 5.267
C 2.218 -1.431 4.999
C 2.973 -2.460 5.531
C 2.366 -3.404 6.346
C 1.008 -3.336 6.613
C 0.234 -2.315 6.081
H 0.002 0.915 7.251
H 1.011 2.866 8.362
H 2.169 4.591 7.021
H 2.344 4.350 4.573
H 1.341 2.427 3.447
H 2.698 -0.674 4.393
H 4.029 -2.511 5.322
H 2.966 -4.193 6.776
H 0.540 -4.089 7.229
H -0.823 -2.263 6.294
*
```

***

Here is C24H25N8O4PPtS as an isolated structure from the OMol25 dataset. Energies are from wB97M-V/def2-TZVPD.

Frontier orbital gap   4.900 eV
Highest occupied orbital energy   -18.69 eV
E   -2526.1152 Eh

```
! wB97M-V def2-TZVPD RIJCOSX def2/J DEFGRID3
* xyz 4 1
Pt 0.118 0.323 0.499
O -0.370 -1.055 -3.411
C 0.042 -0.515 -2.428
N 0.069 -1.028 -1.132
C -0.340 -2.354 -0.932
O -0.705 -3.122 -1.764
C -0.230 -2.743 0.508
C -0.327 -4.076 0.863
C -0.211 -4.404 2.210
C -0.018 -3.395 3.143
C 0.061 -2.083 2.699
N -0.037 -1.784 1.403
C 0.611 0.868 -2.483
C 1.145 1.347 -3.666
C 1.594 2.663 -3.690
C 1.489 3.435 -2.542
C 0.980 2.860 -1.388
N 0.562 1.593 -1.374
H -0.474 -4.820 0.091
H -0.267 -5.442 2.510
H 0.070 -3.615 4.198
H 0.215 -1.264 3.389
H 1.196 0.700 -4.531
H 2.018 3.072 -4.599
H 1.781 4.476 -2.541
H 0.903 3.427 -0.470
N 3.709 1.598 2.290
C 4.399 0.938 1.277
C 5.744 0.818 0.976
C 6.065 0.078 -0.153
C 5.081 -0.519 -0.963
C 3.744 -0.409 -0.664
C 3.403 0.336 0.473
N 2.190 0.651 1.019
C 2.402 1.411 2.104
C 1.279 1.918 2.833
C 1.207 2.667 3.975
S -0.411 2.995 4.380
C -0.926 2.112 3.009
N 0.049 1.613 2.301
H 4.142 2.136 3.030
H 6.518 1.270 1.581
H 7.107 -0.048 -0.415
H 5.394 -1.076 -1.836
H 2.975 -0.874 -1.267
H 2.018 3.031 4.587
H -1.968 1.989 2.757
N -4.101 0.462 -3.047
C -4.165 1.063 -1.674
P -3.359 -0.187 -0.514
O -3.228 -1.398 -1.384
O -2.160 0.399 0.183
C -4.634 -0.723 0.757
N -5.361 -1.897 0.180
H -3.466 0.955 -3.678
H -5.012 0.420 -3.511
H -3.732 -0.513 -2.909
H -5.199 1.239 -1.383
H -3.642 2.016 -1.638
H -5.321 0.060 1.073
H -4.064 -1.049 1.626
H -5.595 -2.607 0.879
H -4.719 -2.306 -0.534
H -6.235 -1.634 -0.280
*
```

***

Q: What is the E in the eighth record?
A: -2526.1152 Eh